Here is a molecular structure, C23H33ClNO2SSc from the Open Molecules 2025 dataset. Energies are from ωB97M-V/def2-TZVPD.

Last column: natural (NBO) charge in e.
Element x y z (Å)
H: -2.71 -1.74 1.64  0.20
H: 2.17 -2.41 1.76  0.21
H: -3.27 -2.14 4.44  0.16
H: -1.76 4.18 -4.27  0.22
C: -2.54 -1.95 0.58  -0.59
C: 2.09 -1.75 0.85  -0.32
H: 4.37 -3.48 0.11  0.22
C: -4.80 3.37 -0.37  0.51
H: -2.89 0.95 -6.75  0.22
C: 3.38 -0.74 -0.92  -0.24
H: 3.45 0.96 2.56  0.22
H: 0.27 -2.69 -1.34  0.22
H: -0.66 3.07 0.89  0.22
H: -1.08 -1.51 -1.64  0.22
C: -1.08 -2.38 0.34  0.13
C: 2.27 0.04 -1.35  0.00
H: 4.40 -2.64 1.70  0.21
H: -3.24 -2.71 0.23  0.20
H: 5.42 -2.06 0.40  0.21
H: -3.11 3.98 -5.51  0.22
H: -1.09 1.72 4.14  0.23
C: -2.41 -1.88 5.08  -0.23
C: -0.77 -3.73 1.04  -0.61
H: -1.13 1.35 -6.86  0.22
C: -1.04 1.63 3.06  -0.87
H: 1.56 3.82 -0.10  0.22
C: 2.35 0.97 -2.50  -0.64
Sc: -0.34 -0.61 2.98  1.74
C: -2.11 1.68 -6.55  -0.75
H: -3.37 3.57 -3.77  0.22
C: 2.71 2.53 1.23  -0.27
C: -0.78 -2.46 -1.15  -0.63
H: -1.26 -4.55 0.48  0.20
H: -2.27 2.66 -7.02  0.22
H: 3.65 2.81 0.73  0.22
C: 2.63 1.60 2.25  -0.13
C: 4.47 -2.51 0.60  -0.63
C: -2.70 3.61 -4.58  -0.73
C: 0.23 1.89 2.44  -0.05
H: 0.26 0.57 -0.81  0.22
H: 0.29 -3.96 1.04  0.21
O: -1.29 -1.52 4.30  -0.91
H: 2.66 0.48 -3.44  0.22
O: -5.56 3.51 0.51  -0.51
H: 3.15 1.73 -2.42  0.22
H: -1.16 -3.61 2.02  0.21
C: 0.28 2.71 1.23  -0.20
H: -1.38 -3.29 -1.66  0.21
H: 4.37 -0.50 -1.36  0.20
H: -2.73 -1.09 5.80  0.17
C: 1.11 -0.05 -0.60  -0.25
C: 1.50 3.03 0.68  -0.18
C: 0.97 -1.04 0.44  0.26
H: 1.39 1.51 -2.65  0.22
H: -1.89 2.04 2.58  0.22
C: 1.45 1.37 2.93  -0.19
N: -0.27 -1.34 1.01  -0.91
S: -2.08 1.92 -4.78  0.16
H: -2.17 -2.79 5.64  0.17
Cl: 1.51 0.51 4.46  0.08
C: 3.33 -1.59 0.18  0.01
H: -2.77 -1.03 0.03  0.21

**Spin multiplicity**: 1
**E_LUMO**: 0.41 eV
**Calculated total energy**: -74029.4917 eV



Here is a single C4H9NO molecule from the Open Molecules 2025 dataset. Energies are from ωB97M-V/def2-TZVPD.

Last column: natural (NBO) charge in e.
Element x y z (Å)
C: -1.36 -1.19 -0.32  -0.41
C: -0.99 1.22 0.13  -0.40
H: 1.94 1.53 -0.36  0.21
N: -0.43 -0.11 -0.05  -0.39
H: 2.34 -0.93 -0.14  0.47
C: 0.88 -0.34 0.07  0.64
H: -1.78 1.19 0.89  0.20
H: -0.80 -2.07 -0.64  0.24
O: 1.33 -1.56 0.06  -0.70
H: -0.21 1.90 0.46  0.23
H: -1.93 -1.44 0.58  0.20
H: -2.06 -0.89 -1.11  0.20
H: 2.46 0.58 1.10  0.24
H: -1.42 1.59 -0.81  0.20
C: 2.01 0.54 0.11  -0.92

**Spin multiplicity**: 1
**E_LUMO**: 0.80 eV
**Calculated total energy**: -7829.0596 eV



Here is a molecular structure, C72H60FGeN2P3RhS2 from the Open Molecules 2025 dataset. Energies are from ωB97M-V/def2-TZVPD.

Last column: Mulliken charge in e.
Element x y z (Å)
H: 2.83 1.01 -3.93  0.79
C: 1.42 5.79 -3.02  -0.83
H: 5.46 -5.77 -0.21  0.47
Ge: -0.23 1.38 3.03  3.53
C: 2.24 -4.57 -5.07  0.19
H: -1.76 -5.77 -0.33  0.50
H: 0.65 0.48 -4.97  0.73
C: 0.97 6.98 -0.98  -0.72
C: 4.31 -2.66 0.55  0.75
H: 2.26 -4.31 -0.32  0.21
C: -5.45 3.22 -2.17  -0.83
C: -0.34 -2.92 4.93  -0.88
C: -0.97 3.17 3.10  -0.39
C: -1.49 -3.73 0.27  -0.09
C: 4.54 2.36 2.46  -1.28
C: 4.27 3.63 1.98  -1.05
H: -0.28 -3.92 5.33  0.52
C: 1.19 -4.15 -0.21  -1.16
H: -4.76 3.98 1.05  0.70
C: 4.24 -5.30 1.49  -0.83
C: 1.43 -2.96 -7.18  -0.87
H: 3.28 -5.72 -6.55  0.43
C: 3.17 -2.41 -2.80  0.13
P: 0.78 3.05 -0.05  3.46
H: 0.02 0.31 5.88  0.60
C: 1.22 -1.41 -1.72  -1.40
H: 3.95 0.32 2.49  0.63
C: 0.30 -5.19 -0.41  -0.68
C: -0.18 -0.53 5.24  -0.82
C: -0.63 -2.73 3.59  -0.42
H: -4.47 1.70 -3.32  0.50
H: 1.09 -2.34 -8.00  0.43
C: 0.75 -2.88 0.17  1.58
C: -4.65 3.52 0.08  -0.50
H: -6.99 0.24 2.46  0.50
H: -2.68 1.84 4.23  0.21
H: 2.55 -5.22 -4.25  0.41
H: 5.40 -0.99 -0.22  1.02
H: 5.34 2.21 3.17  0.51
C: 4.97 -3.68 -0.13  -0.17
C: 4.93 -4.99 0.32  -0.81
C: 0.79 5.78 -0.32  -0.43
H: 1.43 7.93 -2.85  0.42
H: 3.37 -2.68 -3.84  0.71
C: 1.42 -3.47 -4.82  -0.86
C: 2.19 -0.35 -1.04  -0.61
C: -4.95 -1.80 -0.08  -0.98
H: 1.66 5.80 -4.08  0.49
C: -6.03 0.56 2.84  -0.84
C: 4.01 -1.26 -2.34  -1.44
C: -1.05 -4.97 -0.18  -1.18
H: -3.12 -0.96 -0.79  0.43
H: 0.37 3.93 4.60  0.53
C: -1.66 5.82 2.65  -1.09
H: -1.22 2.27 -1.85  1.04
N: 1.73 -2.11 -2.71  1.07
H: -3.20 -2.05 3.36  0.47
H: 2.91 1.58 -1.56  1.49
H: -5.52 -2.82 3.11  0.49
S: -0.53 -1.04 -1.99  -0.03
H: 0.66 -6.17 -0.70  0.55
H: 2.57 -4.27 -8.42  0.42
C: -3.68 -1.97 2.40  -0.76
C: -4.57 1.02 4.69  -0.94
H: -2.54 -3.63 0.48  0.45
H: 3.17 -2.19 2.31  0.23
H: 3.11 -4.51 3.14  0.53
C: -5.04 0.95 1.96  -0.56
C: 2.38 2.77 0.75  -0.19
C: -4.99 -2.41 2.25  -1.03
N: 3.54 -0.83 -1.04  0.57
C: -3.59 1.44 3.81  -0.67
C: -5.80 0.58 4.21  -0.83
C: 3.76 1.29 2.06  -0.37
P: -1.22 -1.16 1.34  3.91
H: 4.88 4.47 2.28  0.48
H: 5.56 -3.45 -1.01  0.46
H: -0.29 6.28 4.24  0.47
C: -0.60 -2.69 0.50  -0.17
C: 1.94 0.87 -3.34  -1.82
C: 1.25 4.58 -2.36  -0.66
C: 2.25 -4.05 -7.42  -0.53
H: 1.35 3.66 -2.92  0.33
H: -0.10 -2.86 -3.47  0.97
C: -3.61 1.89 -1.36  0.27
H: -5.45 -1.73 -1.04  0.55
C: 2.65 -4.86 -6.36  -0.81
C: -0.74 5.50 3.64  -0.92
C: 0.77 0.60 -3.91  -1.30
C: -3.65 -1.35 0.07  0.16
H: -6.28 4.61 -0.76  0.50
C: -0.43 0.51 -3.01  -0.46
C: -3.66 2.55 -0.14  0.46
C: -4.50 2.23 -2.38  -1.07
H: -4.39 1.07 5.75  0.55
H: 1.50 -2.32 0.72  -1.13
H: 0.10 -1.97 6.80  0.48
C: 3.65 -2.98 1.74  0.06
C: 0.79 1.79 -1.36  -2.21
H: -5.25 0.93 0.90  0.55
C: -0.70 -1.44 3.06  -1.08
H: -0.79 -3.60 2.95  0.53
C: -5.52 3.86 -0.93  -1.09
H: 2.95 4.84 0.81  0.61
P: -2.58 2.04 1.22  2.59
H: 0.52 5.78 0.73  0.51
C: 1.01 -2.68 -5.88  -0.23
H: 3.36 -3.30 -2.19  0.08
C: 3.61 -4.29 2.21  -0.53
S: 1.70 0.05 0.74  -0.37
C: 2.01 1.02 -1.84  0.15
C: 1.29 6.99 -2.33  -0.80
C: -0.38 1.61 -1.99  -1.05
C: 2.73 1.48 1.16  1.03
C: -3.80 1.39 2.43  1.29
C: -0.13 -1.82 5.76  -1.08
H: -6.14 3.48 -2.95  0.47
H: 5.04 -1.59 -2.24  0.67
C: -3.00 -1.46 1.30  0.42
C: -1.92 3.49 2.12  1.10
C: 0.95 4.58 -1.00  0.61
C: 4.38 -1.22 0.09  -0.78
C: 3.18 3.84 1.14  -0.64
H: 1.01 -4.05 -2.79  0.30
H: 4.02 -0.45 -3.07  0.27
H: -6.63 -2.70 0.90  0.47
H: -6.58 0.29 4.90  0.48
H: 4.18 -0.58 0.93  -0.76
C: -0.48 -0.34 3.89  0.69
C: -0.39 4.17 3.86  -1.08
F: 1.40 1.71 3.59  -0.39
H: -2.95 5.09 1.11  0.64
Rh: -0.51 0.95 0.66  -2.08
H: -2.91 1.08 -1.51  -0.33
C: 0.94 -3.17 -3.43  -0.32
H: -1.92 6.85 2.47  0.50
H: 4.23 -6.31 1.86  0.45
H: 0.85 7.92 -0.45  0.48
C: -5.62 -2.34 1.02  -0.95
C: -2.25 4.82 1.88  -0.65
H: 0.34 -1.84 -5.70  0.44
H: -1.36 0.50 -3.57  1.16

**Spin multiplicity**: 1
**Total charge**: +3
**E_LUMO**: -8.21 eV
**Calculated total energy**: -190375.8946 eV



- Among the records above, which one has the highest calculated total energy?
  C4H9NO